DFT (ωB97M-V with the def2-TZVPD basis set) results for a structure of composition C30H75F2KNO24P5S2 in a non-equilibrium geometry.

Last column: Löwdin charge in e.
Positions of all 140 atoms, in Å:
K 4.18159 -0.71261 -4.04870  0.985
N 0.23624 -0.05733 -0.34384  -0.287
S 0.00205 -0.78367 0.91728  0.366
O -0.03795 -2.23254 0.97318  -0.307
O -0.70449 -0.15549 1.98660  -0.282
F 1.49210 -0.59935 1.43356  -0.228
S -0.87002 -0.79347 -1.34972  0.541
O -2.20040 -1.04074 -0.80937  -0.284
O -0.30268 -1.72207 -2.29576  -0.313
F -1.18929 0.41530 -2.29413  -0.193
C -3.66656 -15.33381 -5.10674  -0.049
C -2.12755 -15.52459 -5.52617  -0.220
O -1.39432 -14.31890 -5.20971  -0.197
P -0.64701 -14.12395 -3.78372  0.521
O 0.65332 -14.80488 -3.47000  -0.256
O -0.53630 -12.47115 -3.83108  -0.213
C -1.46246 -11.57506 -3.14267  -0.215
C -0.91288 -10.06794 -3.25266  -0.056
O -1.75636 -14.35424 -2.61633  -0.231
C -1.66405 -15.22638 -1.53453  -0.292
C -1.88372 -14.47643 -0.25194  -0.064
H -4.18522 -16.27396 -5.29439  0.069
H -3.71003 -14.94457 -4.08954  0.053
H -4.16160 -14.57595 -5.71393  0.068
H -1.61779 -16.40382 -5.13223  0.110
H -2.13424 -15.75097 -6.59238  0.106
H -2.41603 -11.61627 -3.66909  0.109
H -1.61116 -11.83319 -2.09417  0.094
H 0.13214 -9.93568 -2.97237  0.067
H -1.05194 -9.59121 -4.22295  0.064
H -1.49466 -9.49814 -2.52814  0.064
H -2.60204 -15.75030 -1.71837  0.116
H -0.79984 -15.88197 -1.64142  0.119
H -1.35128 -13.52599 -0.21631  0.078
H -2.95410 -14.28420 -0.17800  0.078
H -1.71252 -15.05684 0.65465  0.080
C 4.09376 4.55712 -11.97292  -0.054
C 4.35590 2.99034 -12.01145  -0.263
O 3.17210 2.40486 -11.66803  -0.180
P 2.96987 0.88129 -11.40951  0.443
O 3.83481 0.54448 -10.29273  -0.210
O 1.35731 0.81413 -11.20933  -0.168
C 0.90337 -0.21404 -10.39759  -0.294
C -0.67071 -0.41003 -10.52047  -0.048
O 3.28784 0.23204 -12.87618  -0.155
C 2.39284 0.40847 -13.88765  -0.354
C 1.77714 -0.86530 -14.37950  -0.055
H 4.95384 5.21002 -12.12159  0.065
H 3.52295 4.92385 -12.82603  0.064
H 3.51935 4.91280 -11.11755  0.071
H 4.47829 2.74199 -13.06571  0.113
H 5.25051 2.71289 -11.45397  0.121
H 1.35252 -1.20286 -10.49027  0.117
H 1.16433 0.11296 -9.39107  0.108
H -0.91323 -0.87352 -11.47675  0.059
H -1.18622 -1.10460 -9.85721  0.072
H -1.22010 0.53097 -10.54854  0.072
H 1.66140 1.18527 -13.66477  0.120
H 2.95678 0.94796 -14.64860  0.123
H 2.38851 -1.70976 -14.69764  0.081
H 1.20949 -1.21582 -13.51752  0.071
H 1.17364 -0.77498 -15.28268  0.083
C -6.74836 3.43038 5.78681  -0.063
C -6.57298 4.97287 5.89918  -0.222
O -5.90713 5.24925 7.18143  -0.250
P -6.69572 5.78800 8.54760  0.586
O -8.05213 5.21177 8.90786  -0.265
O -5.48665 5.43801 9.61940  -0.193
C -4.05828 5.85740 9.34557  -0.249
C -3.14986 4.81793 9.83055  -0.111
O -6.61679 7.44962 8.44993  -0.192
C -7.18147 8.16519 7.37273  -0.334
C -8.48628 8.61536 7.77768  -0.095
H -7.49674 2.91039 6.38485  0.078
H -6.72476 3.08191 4.75427  0.071
H -5.85485 2.97721 6.21617  0.070
H -5.98408 5.48235 5.13648  0.118
H -7.55271 5.44592 5.96591  0.096
H -3.83142 6.01714 8.29148  0.109
H -3.73615 6.79193 9.80489  0.116
H -3.44144 3.85581 9.40934  0.083
H -2.07654 4.88564 9.65310  0.085
H -3.12332 4.60959 10.90012  0.079
H -6.61117 9.02798 7.02856  0.120
H -7.12275 7.58861 6.44956  0.104
H -8.65929 9.12857 8.72360  0.095
H -9.04127 8.97121 6.90965  0.091
H -8.99500 7.71051 8.11018  0.073
C -13.52501 -6.00585 -2.59257  -0.062
C -13.87988 -5.30341 -3.93611  -0.264
O -12.99006 -5.61818 -4.97760  -0.165
P -12.02723 -4.57344 -5.67998  0.492
O -11.91803 -3.19458 -5.16715  -0.222
O -12.60402 -4.65303 -7.18939  -0.168
C -13.50363 -3.71224 -7.68724  -0.323
C -13.62627 -3.74537 -9.21681  -0.062
O -10.60886 -5.38993 -5.82834  -0.161
C -9.45107 -4.85426 -5.37365  -0.362
C -9.30243 -4.75593 -3.86899  -0.067
H -13.34603 -7.07870 -2.66358  0.073
H -12.70260 -5.60745 -1.99842  0.071
H -14.42506 -5.83844 -2.00097  0.070
H -14.87736 -5.58362 -4.27467  0.119
H -13.89344 -4.23613 -3.71517  0.110
H -14.48040 -3.92596 -7.25325  0.109
H -13.40306 -2.68974 -7.32324  0.114
H -14.36101 -3.20965 -9.81788  0.079
H -12.59373 -3.47598 -9.43903  0.073
H -13.64487 -4.77746 -9.56687  0.071
H -8.69822 -5.54913 -5.74578  0.120
H -9.24586 -3.87742 -5.81156  0.121
H -9.76187 -3.82333 -3.54151  0.070
H -9.82447 -5.61451 -3.44657  0.083
H -8.22621 -4.65211 -3.73084  0.082
C 0.93062 -3.61534 13.37703  -0.071
C 2.32995 -2.94040 13.14492  -0.295
O 3.13675 -3.60120 12.21112  -0.181
P 4.11767 -2.73208 11.19484  0.581
O 5.15857 -3.46240 10.36701  -0.259
O 3.19739 -1.66263 10.38408  -0.211
C 2.42391 -2.06276 9.23010  -0.242
C 1.04848 -2.71274 9.45741  -0.061
O 4.83705 -1.72292 12.30862  -0.216
C 6.21637 -1.39740 12.21008  -0.296
C 6.14313 -0.12060 11.46604  -0.083
H 0.21074 -3.68168 12.56127  0.059
H 1.05729 -4.66666 13.63547  0.067
H 0.37760 -3.27077 14.25084  0.070
H 2.08457 -1.92216 12.84312  0.108
H 2.70361 -2.83199 14.16311  0.115
H 2.22464 -1.14285 8.68040  0.115
H 3.16893 -2.51241 8.57370  0.117
H 0.15105 -2.11704 9.62436  0.079
H 0.83452 -3.06450 8.44815  0.076
H 1.07591 -3.62371 10.05531  0.067
H 6.69405 -1.31697 13.18652  0.117
H 6.87074 -2.13775 11.74990  0.111
H 5.89768 0.73118 12.10034  0.082
H 7.07996 0.14210 10.97468  0.079
H 5.35545 -0.25353 10.72443  0.071

Its HOMO energy is -8.679 eV. For the total energy, the calculation gives -6351.619726 hartree. For the orbital gap, the calculation gives 6.2882 eV. Its energy above the lowest of the compared OMol25 structures with the same formula, charge and spin is 1242.2 kJ/mol.


DFT (ωB97M-V with the def2-TZVPD basis set) results for a structure of composition C30H75N5O14SSn in a non-equilibrium geometry.

Last column: Löwdin charge in e.
Positions of all 126 atoms, in Å:
Sn -3.45633 -0.17003 0.59450  1.673
S 0.01179 0.83855 0.41360  0.188
O -0.44616 -0.57006 0.43174  -0.412
O 1.16222 0.98182 1.35328  -0.345
O 0.56234 1.30143 -0.87034  -0.378
O -1.09514 1.65225 0.78031  -0.419
C 6.11819 -2.25387 -0.98146  -0.091
O 4.84948 -1.57183 -0.93063  -0.193
C 4.76290 -0.59729 -2.00379  -0.219
C 3.48554 0.22461 -2.06245  -0.186
N 2.22699 -0.51729 -1.98808  -0.020
C 1.84322 -1.23917 -3.16847  -0.219
C 2.56174 -2.49733 -3.60509  -0.219
O 2.82633 -3.23036 -2.43245  -0.204
C 3.61423 -4.39302 -2.58940  -0.090
H 6.98843 -1.60517 -1.08133  0.079
H 6.05467 -2.85096 -1.89115  0.068
H 6.19718 -2.67497 0.02081  0.075
H 4.98712 -0.98027 -2.99935  0.102
H 5.59752 0.07734 -1.81303  0.112
H 3.64202 0.90296 -2.90117  0.117
H 3.49048 0.59367 -1.03684  0.108
H 1.54816 0.20073 -1.77895  0.039
H 1.70221 -0.55147 -4.00231  0.091
H 0.82877 -1.51564 -2.88114  0.106
H 3.47526 -2.30883 -4.16904  0.115
H 1.73349 -2.96874 -4.13411  0.113
H 3.08682 -5.12268 -3.20384  0.087
H 3.78305 -4.59950 -1.53254  0.100
H 4.55701 -3.97053 -2.93694  0.068
C 1.25932 -3.97099 4.06946  -0.057
O 0.91408 -2.84058 3.18660  -0.196
C 0.62296 -1.64198 3.85914  -0.254
C 1.90889 -0.94197 4.27220  -0.183
N 2.57261 -0.61712 2.96179  -0.034
C 3.87920 -0.06384 3.22960  -0.226
C 4.72618 -0.24036 1.95332  -0.120
O 5.07292 -1.69888 1.85436  -0.219
C 5.96240 -2.19906 2.90389  -0.119
H 0.55926 -4.05135 4.90107  0.071
H 2.25513 -3.59978 4.31168  0.078
H 1.28918 -4.95192 3.59513  0.078
H -0.05356 -1.84696 4.68885  0.097
H 0.07083 -1.00847 3.16494  0.101
H 2.47014 -1.49089 5.02836  0.108
H 1.59596 0.02967 4.65442  0.110
H 1.84579 -0.02210 2.59060  0.037
H 4.35575 -0.63434 4.02680  0.090
H 3.80289 0.90873 3.71579  0.109
H 5.71029 0.22828 1.95778  0.113
H 4.02770 0.01414 1.15617  0.102
H 6.63366 -1.45260 3.32852  0.076
H 6.72260 -2.89449 2.54811  0.068
H 5.51921 -2.70935 3.75904  0.070
C -2.48398 0.47053 4.03986  -0.069
O -2.81237 -0.83521 3.45867  -0.323
C -3.26212 -1.84670 4.36253  -0.175
C -3.60608 -2.96340 3.32197  -0.171
N -4.52084 -2.59915 2.19998  -0.073
C -5.84513 -2.42558 2.75344  -0.216
C -6.50420 -1.13622 2.21341  -0.213
O -6.31958 -1.03247 0.82031  -0.328
C -7.19693 -1.76916 -0.02350  -0.079
H -1.80018 0.93058 3.32650  0.076
H -1.76910 0.39355 4.85909  0.091
H -3.28619 1.16729 4.28293  0.090
H -4.12566 -1.47632 4.91499  0.115
H -2.55837 -2.22028 5.10636  0.123
H -4.07105 -3.69361 3.98432  0.109
H -2.74564 -3.51697 2.94609  0.129
H -4.42912 -3.35113 1.53199  0.118
H -6.00303 -2.43202 3.83192  0.127
H -6.45348 -3.26966 2.42858  0.115
H -5.85588 -0.40435 2.69523  0.107
H -7.51529 -0.94598 2.57340  0.135
H -6.83592 -1.99719 -1.02638  0.095
H -8.19088 -1.32283 0.00737  0.094
H -7.47306 -2.69830 0.47505  0.081
C -6.70204 1.20060 -1.63929  -0.069
O -5.44737 0.44949 -1.83938  -0.296
C -4.94553 0.32067 -3.16716  -0.201
C -4.06633 -0.94293 -3.32546  -0.192
N -2.88008 -0.85091 -2.49680  -0.086
C -1.83575 0.15187 -2.86666  -0.162
C -1.21529 -0.00374 -4.26858  -0.203
O -0.35454 1.15078 -4.25648  -0.194
C 0.32649 1.35197 -5.49693  -0.095
H -6.78285 1.68154 -0.66447  0.093
H -7.57015 0.67512 -2.03721  0.086
H -6.83157 2.06121 -2.29555  0.082
H -4.44705 1.20057 -3.57384  0.128
H -5.86710 0.11453 -3.71150  0.119
H -3.73971 -1.11391 -4.35122  0.115
H -4.73467 -1.73885 -2.99690  0.114
H -2.45567 -1.76109 -2.38933  0.114
H -1.08679 -0.14948 -2.13431  0.087
H -2.07985 1.18748 -2.62998  0.125
H -1.93399 -0.05034 -5.08674  0.103
H -0.70315 -0.94731 -4.45694  0.111
H 0.09559 2.28123 -6.01775  0.082
H -0.18604 0.81278 -6.29360  0.077
H 1.37989 1.11597 -5.34609  0.084
C -2.45562 6.18993 -1.28209  -0.130
O -1.16467 5.58942 -1.12117  -0.206
C -0.88018 4.45877 -2.03879  -0.136
C 0.70851 4.11778 -2.05170  -0.161
N 1.26386 3.85147 -0.70497  -0.047
C 2.68324 3.94505 -0.73936  -0.256
C 3.36902 3.66568 0.58237  -0.151
O 2.89411 4.55813 1.70952  -0.173
C 4.01607 4.64710 2.60583  -0.147
H -2.47346 6.65810 -2.26626  0.074
H -2.76192 6.96732 -0.58213  0.076
H -3.22404 5.42247 -1.18914  0.068
H -1.28924 4.52488 -3.04695  0.103
H -1.30474 3.61617 -1.49301  0.091
H 1.24211 4.98001 -2.45160  0.100
H 0.92477 3.25002 -2.67486  0.099
H 1.20423 2.84365 -0.67607  0.022
H 2.87825 4.94053 -1.13821  0.113
H 3.09903 3.26404 -1.48195  0.107
H 4.40984 3.91483 0.37570  0.109
H 3.19351 2.63440 0.88857  0.104
H 3.76541 4.83374 3.65007  0.073
H 4.78324 5.37226 2.33438  0.079
H 4.42362 3.64398 2.73140  0.065

Its HOMO energy is -6.794 eV. For the total energy, the calculation gives -3127.094322 hartree. For the orbital gap, the calculation gives 4.4605 eV. Its energy above the lowest of the compared OMol25 structures with the same formula, charge and spin is 0.0 kJ/mol.